C31H34Br36ClF3N4O3PS | ωB97M-V with the def2-TZVPD basis set

Each line ends with the Mulliken charge.
CARTESIAN COORDINATES (ANGSTROEM)
C: -2.01 3.80 -1.79  -1.357
C: -1.12 3.73 -3.05  0.274
O: -1.85 3.48 -4.25  -0.637
C: 0.09 2.73 -2.92  -0.950
C: 0.02 1.60 -3.92  0.523
C: -1.07 0.70 -3.80  -0.304
N: -2.01 0.93 -2.80  -0.137
C: -3.12 1.24 -3.23  0.395
S: -4.43 1.36 -4.05  -0.076
C: -1.08 -0.40 -4.74  0.446
C: -2.15 -1.48 -4.75  -1.274
C: -1.70 -2.73 -3.91  -0.695
C: -2.13 -2.56 -2.45  0.538
N: -1.08 -2.67 -1.43  -0.289
C: 0.17 -2.04 -1.85  0.890
C: 1.12 -1.64 -0.74  -0.201
C: 2.22 -0.88 -1.14  -0.695
C: 3.19 -0.43 -0.28  0.312
C: 3.07 -0.71 1.08  -0.565
C: 2.00 -1.47 1.49  -0.808
C: 1.04 -1.95 0.60  1.335
O: 0.02 -2.73 1.07  -0.536
N: -0.19 -0.53 -5.67  -1.136
N: 0.77 0.33 -5.72  1.038
P: 1.86 -0.11 -7.15  0.115
O: 1.94 1.27 -8.03  -0.406
Cl: 3.75 -0.53 -6.35  -0.153
C: 0.98 1.37 -4.93  0.315
C: 2.13 2.37 -4.96  0.974
F: 1.60 3.58 -5.10  -0.229
F: 2.73 2.30 -3.77  -0.114
F: 3.07 2.27 -5.86  -0.279
H: -1.47 3.48 -0.89  0.340
H: -2.98 3.32 -1.89  0.353
H: -2.23 4.87 -1.61  0.350
H: -0.70 4.73 -3.17  0.659
H: -2.58 4.11 -4.25  0.443
H: 1.01 3.34 -2.97  -0.064
H: -0.01 2.29 -1.92  0.506
H: -2.25 -1.83 -5.78  0.612
H: -3.13 -1.11 -4.45  0.307
H: -2.29 -3.55 -4.32  0.404
H: -0.66 -2.99 -4.08  0.388
H: -2.88 -3.33 -2.22  0.440
H: -2.67 -1.62 -2.34  -0.889
H: -1.41 -2.11 -0.64  0.181
H: 0.71 -2.79 -2.46  -0.209
H: 0.05 -1.16 -2.50  -0.615
H: 2.32 -0.64 -2.19  0.485
H: 4.02 0.14 -0.70  -0.417
H: 3.82 -0.34 1.75  0.347
H: 1.92 -1.68 2.55  0.285
H: 0.00 -2.59 2.02  0.296
H: 2.88 1.45 -8.21  0.329
C: -8.64 2.70 -3.94  -0.132
Br: -7.71 1.49 -5.12  -0.012
Br: -7.79 4.42 -3.88  -0.027
Br: -10.51 2.83 -4.40  -0.006
H: -8.58 2.28 -2.95  0.131
C: 7.15 1.47 -1.19  -0.088
Br: 6.48 0.62 0.41  0.010
Br: 8.77 0.64 -1.82  0.023
Br: 5.81 1.55 -2.58  -0.059
H: 7.40 2.49 -0.93  0.055
C: -5.06 -0.65 0.27  0.126
Br: -3.78 -0.09 -1.06  0.293
Br: -4.40 -2.13 1.31  -0.011
Br: -5.63 0.81 1.40  0.003
H: -5.94 -1.00 -0.25  -0.330
C: -8.86 -2.23 -1.76  -0.460
Br: -7.02 -2.49 -2.28  0.020
Br: -9.30 -3.21 -0.16  0.030
Br: -9.30 -0.36 -1.58  0.044
H: -9.47 -2.62 -2.56  0.396
C: 9.64 3.48 0.96  0.192
Br: 9.23 4.57 -0.57  -0.020
Br: 11.21 2.41 0.68  0.010
Br: 9.74 4.52 2.58  -0.023
H: 8.81 2.79 1.09  -0.146
C: -8.11 -2.63 3.55  -0.070
Br: -7.76 -0.75 3.82  0.031
Br: -7.19 -3.71 4.84  -0.018
Br: -10.00 -3.00 3.53  -0.015
H: -7.72 -2.89 2.58  0.078
C: 7.11 3.40 5.32  -0.244
Br: 6.17 3.40 3.64  0.034
Br: 6.53 4.84 6.47  -0.021
Br: 6.99 1.69 6.21  0.040
H: 8.15 3.57 5.10  0.195
C: 6.28 -1.28 9.59  0.415
Br: 7.99 -0.38 9.65  -0.022
Br: 4.81 -0.03 9.66  0.011
Br: 6.15 -2.46 8.07  0.000
H: 6.22 -1.90 10.48  -0.423
C: 2.48 -6.12 -2.65  -0.389
Br: 2.56 -4.28 -2.10  0.129
Br: 3.62 -7.24 -1.57  -0.024
Br: 0.66 -6.77 -2.69  -0.033
H: 2.85 -6.17 -3.66  0.387
C: 5.68 -3.92 13.49  -0.329
Br: 4.52 -3.25 14.87  0.003
Br: 4.96 -3.61 11.73  0.010
Br: 7.47 -3.22 13.65  -0.021
H: 5.75 -4.99 13.62  0.350
C: -9.61 -3.48 8.05  0.091
Br: -9.26 -1.60 8.32  -0.006
Br: -8.70 -4.56 9.36  -0.013
Br: -11.50 -3.85 8.00  -0.009
H: -9.20 -3.74 7.09  -0.080
C: 2.03 6.58 -1.01  -0.376
Br: 3.75 7.44 -1.07  -0.018
Br: 1.75 5.42 -2.53  0.115
Br: 1.75 5.64 0.65  -0.029
H: 1.28 7.36 -1.06  0.385

Computed properties:
charge: +1
LUMO level: -4.3 eV
gap between HOMO and LUMO: 6.1 eV
energy: -2607117.6331 eV

---

C4H11NO | ωB97M-V with the def2-TZVPD basis set

Each line ends with the Mulliken charge.
CARTESIAN COORDINATES (ANGSTROEM)
C: -0.67 -0.59 -1.51  -0.889
N: -0.75 0.63 -0.71  -0.478
C: 0.12 0.65 0.45  0.303
C: 1.63 0.65 0.10  -1.127
C: -0.25 -0.50 1.39  -0.845
O: -1.63 -0.55 1.66  -0.536
H: -1.00 -0.40 -2.53  0.392
H: -1.39 -1.34 -1.17  0.225
H: 0.32 -1.05 -1.55  0.272
H: -0.53 1.41 -1.32  0.279
H: -0.09 1.61 0.92  0.396
H: 2.20 0.06 0.82  0.311
H: 2.00 1.67 0.20  0.317
H: 1.79 0.25 -0.90  0.313
H: 0.12 -1.43 0.95  0.359
H: 0.24 -0.39 2.35  0.387
H: -2.13 -0.68 0.85  0.320

Computed properties:
SMILES: CN[C@H](C)CO
LUMO level: 1.0 eV
gap between HOMO and LUMO: 10.1 eV
energy: -7863.3658 eV

---

C9H16MnN3Se | ωB97M-V with the def2-TZVPD basis set

Each line ends with the Mulliken spin population.
CARTESIAN COORDINATES (ANGSTROEM)
C: -0.99 1.58 0.55  -0.296
Mn: 0.09 0.01 0.07  3.674
N: 1.22 -1.68 -0.73  -0.009
H: 0.02 0.59 -1.40  -0.257
H: 2.22 -1.43 -0.74  0.002
H: -1.22 -0.30 -0.72  -0.199
H: -1.46 2.06 -0.32  0.028
H: -0.32 2.30 1.04  0.028
H: -1.77 1.29 1.27  0.015
H: 1.19 -2.54 -0.18  0.001
H: 0.99 -1.95 -1.69  0.004
C: 1.30 2.51 3.92  -0.001
N: 0.94 1.11 3.91  0.003
C: 1.18 0.23 2.90  -0.010
Se: 2.13 0.58 1.36  -0.002
N: 0.63 -0.95 3.34  0.013
C: 0.06 -0.83 4.61  0.001
C: -0.58 -1.74 5.44  0.001
C: -1.06 -1.27 6.69  0.000
C: -0.88 0.10 7.05  0.001
C: -0.22 1.00 6.18  -0.001
C: 0.24 0.50 4.97  0.000
H: 0.39 3.11 4.02  0.000
H: 1.82 2.71 2.99  0.000
H: 1.94 2.69 4.79  0.000
H: 0.67 -1.86 2.85  0.003
H: -0.70 -2.78 5.12  0.000
H: -1.58 -1.93 7.40  0.000
H: -1.26 0.44 8.03  0.000
H: -0.05 2.05 6.41  0.000

Computed properties:
2S+1: 4
charge: +1
LUMO level (spin up / spin down): -4.0 / -3.4 eV
gap between HOMO and LUMO (spin up / spin down): 7.9 / 8.5 eV
expectation value of S²: 4.0212
energy: -110721.5284 eV

---

C3H10OS | ωB97M-V with the def2-TZVPD basis set

Each line ends with the Mulliken spin population.
CARTESIAN COORDINATES (ANGSTROEM)
C: -1.60 -0.33 0.25  0.009
C: -0.32 0.37 0.69  0.039
C: 0.87 -0.57 0.65  -0.033
S: 2.34 0.13 1.40  0.945
H: -2.40 0.41 0.27  0.002
H: -1.97 -1.25 0.69  -0.001
H: -1.49 -0.50 -0.83  0.000
H: -0.19 1.15 -0.06  0.006
H: -0.41 1.00 1.59  -0.012
H: 1.15 -0.91 -0.35  -0.008
H: 0.75 -1.55 1.15  0.063
H: 1.95 0.49 2.66  -0.011
H: -0.18 1.01 -2.67  0.000
H: 1.19 0.34 -2.92  0.000
O: 0.30 0.21 -2.52  0.000

Computed properties:
2S+1: 2
charge: +1
LUMO level (spin up / spin down): -3.8 / -9.0 eV
gap between HOMO and LUMO (spin up / spin down): 11.5 / 6.3 eV
expectation value of S²: 0.7532
energy: -16146.5817 eV

---

C2H3N3O3 | ωB97M-V with the def2-TZVPD basis set

Each line ends with the Mulliken charge.
CARTESIAN COORDINATES (ANGSTROEM)
N: 0.31 1.29 1.53  -0.590
N: -0.01 0.68 0.36  0.396
O: 1.06 0.18 -0.36  -0.268
C: 0.46 -0.74 -1.10  0.644
O: 1.31 -1.15 -1.99  -0.436
N: -0.78 -1.00 -0.96  -0.500
C: -1.10 -0.25 0.19  0.341
O: -2.17 -0.20 0.69  -0.516
H: -0.03 0.88 2.46  0.266
H: 0.05 2.31 1.49  0.270
H: 0.91 -1.98 -2.31  0.394

Computed properties:
SMILES: Nn1oc(O)nc1=O
LUMO level: 0.5 eV
gap between HOMO and LUMO: 10.4 eV
energy: -12733.1434 eV

---

C9H10N4O2 | ωB97M-V with the def2-TZVPD basis set

Each line ends with the Mulliken charge.
CARTESIAN COORDINATES (ANGSTROEM)
C: 1.03 -2.55 -0.29  0.248
C: -2.27 0.21 1.10  -0.781
C: -0.91 -0.11 1.05  -0.038
C: -3.11 0.01 -0.09  0.864
C: -1.25 -0.92 -1.24  0.335
C: 2.15 -0.40 -1.57  -0.884
C: 2.24 -0.42 -0.05  0.298
C: 0.93 -1.19 -0.26  -0.180
C: 2.04 0.97 0.64  -0.459
N: 1.26 -3.64 -0.54  -0.552
N: -2.48 -0.42 -1.17  -0.654
N: -0.33 -0.50 -0.14  0.289
N: -4.39 0.46 -0.23  -0.489
O: -0.88 -1.61 -2.15  -0.512
O: 3.13 1.81 0.87  -0.528
H: -2.82 0.39 2.05  0.218
H: -0.31 -0.25 1.95  0.425
H: 1.54 0.41 -2.00  0.280
H: 2.38 -1.20 -2.19  0.463
H: 3.08 -1.01 0.33  0.377
H: 1.63 0.75 1.68  0.114
H: 1.23 1.52 -0.02  0.257
H: -4.92 0.52 0.66  0.270
H: -4.94 0.01 -0.99  0.292
H: 3.42 2.04 -0.06  0.349

Computed properties:
LUMO level: 0.0 eV
gap between HOMO and LUMO: 9.0 eV
energy: -19547.2950 eV

---

C3H7O | ωB97M-V with the def2-TZVPD basis set

Each line ends with the Mulliken charge.
CARTESIAN COORDINATES (ANGSTROEM)
C: 1.39 0.46 -1.42  -0.029
C: -1.38 -0.06 0.79  -0.871
C: 0.03 -0.14 0.39  -0.184
O: 0.30 0.07 -0.91  -0.057
H: 1.43 0.50 -2.50  0.302
H: 2.26 0.69 -0.82  0.271
H: -1.69 0.99 0.76  0.331
H: -2.04 -0.59 0.10  0.307
H: -1.53 -0.41 1.81  0.352
H: 0.46 -2.25 0.00  0.153
H: 0.82 0.06 1.11  0.427

Computed properties:
charge: +1
LUMO level (spin up / spin down): -6.5 / -6.6 eV
gap between HOMO and LUMO (spin up / spin down): 7.9 / 9.0 eV
energy: -5258.9078 eV

---

C36H36I2N6OSeTi | ωB97M-V with the def2-TZVPD basis set

Each line ends with the Mulliken spin population.
CARTESIAN COORDINATES (ANGSTROEM)
Ti: 0.09 -0.41 0.52  1.049
I: 4.12 -3.44 -5.23  0.000
C: 3.30 -2.31 -3.69  0.001
C: 4.12 -1.56 -2.87  0.000
C: 3.55 -0.86 -1.82  -0.009
I: 4.79 0.37 -0.69  0.001
C: 2.17 -0.89 -1.55  0.004
O: 1.72 -0.28 -0.46  0.049
C: 1.35 -1.55 -2.47  0.024
C: -0.16 -1.43 -2.57  0.010
N: -0.91 -0.95 -1.40  -0.032
C: -1.78 -1.99 -0.78  0.109
C: -0.87 -3.00 -0.14  0.063
C: -0.98 -4.35 -0.30  -0.119
C: -0.03 -5.21 0.28  0.321
C: 1.02 -4.62 0.99  -0.114
C: 1.10 -3.26 1.12  0.288
N: 0.16 -2.40 0.57  0.052
C: 1.93 -2.28 -3.51  -0.003
H: 5.19 -1.51 -3.04  0.000
H: -0.56 -2.40 -2.88  0.005
H: -0.36 -0.72 -3.38  -0.001
H: -1.46 -0.15 -1.66  -0.002
H: -2.44 -2.48 -1.51  0.016
H: -2.40 -1.49 -0.03  0.048
H: -1.82 -4.75 -0.86  -0.007
H: -0.10 -6.28 0.17  0.031
H: 1.79 -5.23 1.44  -0.006
H: 1.90 -2.79 1.67  0.040
H: 1.28 -2.82 -4.19  0.000
C: 2.78 1.65 2.78  -0.002
C: 3.08 0.14 2.77  0.029
C: 2.24 -0.70 3.70  -0.047
C: 2.88 -1.47 4.68  0.001
C: 2.15 -2.26 5.55  0.000
C: 0.77 -2.29 5.45  -0.003
C: 0.09 -1.54 4.49  -0.006
C: -1.41 -1.67 4.41  0.002
C: -1.91 -2.39 3.16  -0.039
C: 0.86 -0.76 3.62  0.043
N: 0.20 -0.03 2.56  0.008
C: -0.62 0.91 2.90  0.053
C: -1.48 1.51 1.95  -0.021
C: -2.49 2.46 2.10  0.005
C: -3.10 2.57 0.85  -0.002
C: -2.43 1.69 0.00  0.023
N: -1.45 1.04 0.64  0.046
H: 3.65 2.20 2.43  0.001
H: 2.55 1.99 3.79  0.001
H: 1.94 1.91 2.13  0.009
H: 4.13 -0.01 3.03  0.000
H: 2.96 -0.23 1.75  -0.004
H: 3.96 -1.43 4.75  0.000
H: 2.66 -2.85 6.30  0.000
H: 0.19 -2.91 6.13  0.000
H: -1.89 -0.69 4.46  -0.002
H: -1.74 -2.22 5.29  0.000
H: -1.68 -1.83 2.25  0.068
H: -2.99 -2.53 3.20  0.000
H: -1.44 -3.38 3.06  0.000
H: -0.66 1.23 3.94  0.002
H: -2.74 2.98 3.01  0.000
H: -3.93 3.21 0.58  0.000
H: -2.61 1.54 -1.05  -0.001
C: 2.06 5.34 -2.02  0.000
N: 1.46 4.72 -3.19  0.001
C: 0.84 3.51 -3.20  0.002
Se: 0.65 2.34 -1.82  0.013
N: 0.41 3.33 -4.48  0.000
C: 0.77 4.40 -5.29  0.000
C: 0.57 4.67 -6.63  0.000
C: 1.08 5.87 -7.12  0.000
C: 1.76 6.76 -6.29  0.000
C: 1.96 6.48 -4.94  0.000
C: 1.44 5.29 -4.46  0.000
H: 1.84 4.72 -1.16  0.000
H: 1.64 6.34 -1.88  0.000
H: 3.14 5.41 -2.15  0.000
H: -0.07 2.49 -4.76  0.000
H: 0.04 3.98 -7.28  0.000
H: 0.95 6.11 -8.16  0.000
H: 2.15 7.68 -6.70  0.000
H: 2.48 7.17 -4.29  0.000

Computed properties:
2S+1: 3
LUMO level (spin up / spin down): 0.2 / 0.2 eV
gap between HOMO and LUMO (spin up / spin down): 5.2 / 7.7 eV
expectation value of S²: 2.0289
energy: -153570.2758 eV

---

C34H30FN3O3RbSi | ωB97M-V with the def2-TZVPD basis set

Each line ends with the Mulliken charge.
CARTESIAN COORDINATES (ANGSTROEM)
Rb: 1.22 2.26 -0.48  0.839
C: 1.51 -1.78 3.11  -0.745
C: 1.94 -0.68 2.33  -0.642
N: 1.83 -0.63 1.03  0.065
C: 1.28 -1.69 0.39  0.161
C: 0.82 -2.83 1.07  1.208
C: 0.96 -2.85 2.46  -0.853
C: 0.21 -3.91 0.33  -0.826
C: 0.04 -3.83 -1.00  -0.997
C: 0.49 -2.66 -1.73  1.173
C: 0.28 -2.53 -3.11  -0.870
C: 0.70 -1.39 -3.74  -0.738
C: 1.35 -0.40 -2.97  -0.391
N: 1.55 -0.51 -1.68  -0.172
C: 1.11 -1.61 -1.05  0.407
H: 1.63 -1.76 4.18  0.413
H: 2.40 0.17 2.81  0.493
H: 0.62 -3.72 3.01  0.401
H: -0.13 -4.77 0.89  0.381
H: -0.44 -4.63 -1.54  0.373
H: -0.21 -3.32 -3.66  0.391
H: 0.55 -1.23 -4.80  0.406
H: 1.71 0.50 -3.45  0.421
C: -6.28 3.37 0.42  -1.594
C: -6.14 2.05 -0.34  0.351
C: -7.06 1.01 0.28  -1.008
C: -6.85 -0.35 -0.34  -1.087
C: -5.42 -0.77 -0.16  1.223
C: -5.06 -2.08 0.02  -0.955
C: -3.71 -2.43 0.16  0.098
F: -3.42 -3.74 0.33  -0.361
C: -2.73 -1.49 0.11  -0.674
C: -3.07 -0.15 -0.07  -0.366
C: -1.99 0.86 -0.16  1.209
O: -0.81 0.57 0.05  -0.429
C: -2.42 2.18 -0.54  0.460
C: -3.74 2.46 -0.58  -0.205
N: -4.75 1.56 -0.35  0.233
C: -4.42 0.23 -0.18  -0.109
C: -1.36 3.23 -0.82  -0.624
O: -0.86 3.20 -1.97  -0.742
O: -1.02 3.93 0.16  -0.720
H: -7.34 3.61 0.52  0.424
H: -5.80 4.21 -0.08  0.467
H: -5.84 3.28 1.41  0.377
H: -6.46 2.21 -1.38  0.111
H: -8.09 1.36 0.16  0.402
H: -6.86 0.96 1.36  0.357
H: -7.09 -0.30 -1.41  0.316
H: -7.52 -1.09 0.10  0.424
H: -5.81 -2.86 0.05  0.468
H: -1.68 -1.76 0.21  0.516
H: -4.06 3.47 -0.81  0.457
C: 5.49 1.68 -2.01  -1.276
Si: 4.67 2.10 -0.31  -0.006
C: 5.88 3.49 0.27  -1.357
C: 5.39 0.65 0.77  0.533
C: 5.25 0.71 2.16  -0.601
C: 5.67 -0.30 3.01  -0.613
C: 6.26 -1.45 2.48  -0.452
C: 6.42 -1.54 1.10  -0.615
C: 6.00 -0.51 0.27  -0.018
H: 6.59 1.59 -1.96  0.338
H: 5.26 2.48 -2.73  0.334
H: 5.09 0.75 -2.44  0.271
H: 6.94 3.22 0.13  0.358
H: 5.73 3.72 1.33  0.288
H: 5.69 4.41 -0.28  0.307
H: 4.77 1.59 2.60  0.267
H: 5.55 -0.21 4.08  0.360
H: 6.58 -2.26 3.13  0.368
H: 6.87 -2.43 0.67  0.352
H: 6.15 -0.61 -0.80  0.246

Computed properties:
charge: -1
LUMO level: 2.0 eV
gap between HOMO and LUMO: 4.6 eV
energy: -57611.9465 eV

---

C6H16 | ωB97M-V with the def2-TZVPD basis set

Each line ends with the Mulliken charge.
CARTESIAN COORDINATES (ANGSTROEM)
C: 1.73 1.52 -1.55  -1.029
C: 0.19 1.24 -1.46  0.191
C: -0.33 1.57 -2.87  -1.526
H: 2.07 1.48 -2.62  0.284
H: 1.83 2.53 -1.24  0.307
H: 2.28 0.82 -0.95  0.321
H: -0.35 2.01 -0.84  0.199
H: -0.11 0.23 -1.14  0.066
H: -1.35 1.17 -3.03  0.368
H: -0.09 1.08 -3.90  0.345
H: -0.23 2.53 -3.19  0.454
C: -0.68 -2.54 1.38  -1.079
C: 0.01 -1.29 1.87  0.414
C: -0.85 -0.57 2.98  -1.200
H: -1.77 -2.51 1.21  0.327
H: -0.35 -3.45 1.96  0.294
H: -0.33 -2.70 0.34  0.305
H: 1.15 -1.42 2.23  0.238
H: 0.12 -0.55 1.09  -0.286
H: -1.87 -0.71 2.76  0.345
H: -0.51 -0.94 3.93  0.316
H: -0.57 0.49 3.03  0.346

Computed properties:
SMILES: CCC.CCC
LUMO level: 1.0 eV
gap between HOMO and LUMO: 11.6 eV
energy: -6479.7828 eV